[1]
This record from OMol25 describes a molecular structure, C19H45F2Hg3N4O13S2. The level of theory is ωB97M-V with the def2-TZVPD basis set.

Spin multiplicity: 1
E_LUMO in eV: -13.1
Charge: +3
Highest occupied orbital energy in eV: -14.896
Orbital gap in eV: 1.82

XYZ file:
```
88
Properties=species:S:1:pos:R:3:mulliken_charge:R:1
Hg 2.990 0.899 -2.619 1.596
Hg -0.991 2.041 -1.644 1.285
Hg -0.241 -1.104 -3.642 1.446
N 0.897 -2.808 -4.317 -0.104
S 1.767 -3.214 -5.514 0.953
O 1.334 -4.274 -6.385 -0.503
O 3.162 -2.873 -5.498 -0.468
F 1.172 -1.963 -6.398 -0.371
S 1.815 -3.783 -3.268 0.890
O 2.779 -3.040 -2.524 -0.490
O 2.132 -5.144 -3.576 -0.447
F 0.500 -3.994 -2.337 -0.247
C 0.672 -0.182 -0.946 0.396
O 1.599 -0.653 -1.764 -0.689
O 0.888 0.952 -0.379 -0.673
O -0.550 -0.221 -1.415 -0.918
C -2.997 -9.092 2.849 -0.781
O -2.370 -7.823 2.676 -0.299
C -3.311 -6.797 2.366 -0.695
C -2.462 -5.486 2.300 -0.446
N -2.141 -5.071 3.670 -0.200
C -1.487 -3.770 3.669 -0.695
C -0.166 -3.638 2.891 -0.170
O 0.349 -2.314 2.795 -0.374
C -0.309 -1.382 2.007 -0.428
H -3.565 -9.116 3.784 0.343
H -2.159 -9.723 3.154 0.268
H -3.509 -9.481 1.972 0.304
H -4.060 -6.565 3.123 0.367
H -3.638 -6.999 1.345 0.410
H -3.134 -4.729 1.889 0.401
H -1.609 -5.628 1.628 0.318
H -1.553 -5.806 4.062 0.316
H -1.286 -3.689 4.743 0.334
H -2.177 -2.943 3.492 0.356
H -0.336 -3.825 1.823 0.246
H 0.631 -4.231 3.330 0.261
H 0.209 -0.427 2.035 0.257
H -1.369 -1.230 2.256 0.261
H -0.434 -1.698 0.955 0.125
C 3.624 2.616 -5.267 -0.853
O 3.976 2.583 -3.879 -0.329
C 4.155 3.891 -3.296 -0.797
C 4.504 3.690 -1.793 -0.533
N 3.545 2.818 -1.160 0.206
C 3.690 2.821 0.309 -0.806
C 3.809 4.183 1.026 -0.678
O 2.567 4.801 0.740 -0.239
C 2.216 5.890 1.628 -0.784
H 3.499 1.697 -5.837 0.350
H 4.507 3.093 -5.705 0.339
H 2.802 3.279 -5.548 0.370
H 3.155 4.325 -3.412 0.391
H 4.821 4.511 -3.895 0.458
H 4.511 4.667 -1.315 0.345
H 5.499 3.242 -1.778 0.396
H 2.619 3.235 -1.283 0.313
H 4.601 2.247 0.504 0.499
H 2.836 2.285 0.718 -0.050
H 4.682 4.750 0.701 0.370
H 3.753 4.005 2.103 0.539
H 1.194 6.151 1.375 0.203
H 2.967 6.671 1.523 0.332
H 2.249 5.481 2.642 0.349
C -2.983 4.839 3.530 -0.812
O -2.643 3.861 2.556 -0.329
C -1.399 4.000 1.937 -0.868
C -0.913 2.571 1.577 -0.133
N -1.606 1.858 0.471 0.025
C -3.007 1.600 0.830 -0.428
C -3.587 0.786 -0.352 -0.706
O -3.216 1.390 -1.587 -0.284
C -3.840 0.876 -2.807 -0.635
H -2.269 4.886 4.357 0.315
H -3.922 4.524 3.981 0.265
H -3.086 5.827 3.078 0.336
H -0.609 4.369 2.603 0.469
H -1.450 4.753 1.142 0.336
H -0.984 1.898 2.436 0.418
H 0.143 2.690 1.326 -0.130
H -1.072 1.005 0.347 0.281
H -3.716 2.415 0.941 0.400
H -2.992 1.007 1.748 0.374
H -4.666 0.641 -0.327 0.587
H -3.158 -0.216 -0.233 0.243
H -4.016 1.785 -3.376 0.265
H -4.720 0.292 -2.552 0.363
H -3.114 0.237 -3.316 0.126
```

***

[2]
This record from OMol25 describes a molecular structure, C19H45I2LuO5P2Si. The level of theory is ωB97M-V with the def2-TZVPD basis set.

Spin multiplicity: 1
E_LUMO (alpha / beta) in eV: -10.4 / -8.4
Charge: +2
Highest occupied orbital energy (alpha / beta) in eV: -14.643 / -14.647
Relative energy (zero: lowest compared OMol25 entry of this formula, charge and spin) in kcal/mol: 240.3
Orbital gap (alpha / beta) in eV: 4.21 / 6.22

XYZ file:
```
75
Properties=species:S:1:pos:R:3:mulliken_charge:R:1
I -2.032 -4.398 -0.497 -0.099
I -2.708 1.021 -0.457 0.118
Lu -2.513 -1.705 -0.538 -0.512
P -1.804 -1.602 -2.810 1.153
C -0.003 -1.389 -3.022 -1.172
C -2.221 -3.077 -3.797 -1.181
H -2.059 -2.861 -4.858 0.462
H -2.342 -0.405 -4.842 0.499
H -3.271 -3.321 -3.618 0.418
H -3.632 -0.264 -3.604 0.395
H 0.514 -2.228 -2.548 0.384
H -1.606 -3.922 -3.484 0.387
C -2.554 -0.251 -3.779 -1.258
H 0.264 -1.350 -4.083 0.644
H -2.158 0.711 -3.449 0.222
H 0.308 -0.461 -2.534 0.027
P -3.633 -1.876 1.559 0.963
C -2.526 -1.772 3.007 -1.085
C -4.907 -0.603 1.846 -1.319
H -5.156 -3.608 0.892 0.415
H -5.218 -3.329 2.664 0.451
H -3.871 -4.260 1.929 0.397
C -4.563 -3.427 1.792 -1.364
H -5.546 -0.554 0.961 0.405
H -5.500 -0.875 2.726 0.456
H -3.093 -1.858 3.939 0.566
H -2.001 -0.813 2.989 0.067
H -4.437 0.371 1.992 0.346
H -1.791 -2.580 2.952 0.367
C -0.822 -1.501 0.184 -0.163
O 0.234 -1.373 0.635 0.162
C -0.807 1.659 2.693 -0.697
C -0.119 2.521 1.614 1.354
C -0.951 3.797 1.424 -1.493
C 1.276 2.931 2.120 -1.324
O -0.046 1.907 0.477 0.197
Si 0.525 0.817 -0.594 0.122
O -1.002 -0.339 -1.290 -0.849
O 1.422 1.633 -1.682 -0.276
C 2.628 2.033 -1.982 1.655
C 2.832 1.943 -3.487 -1.722
C 2.893 3.470 -1.478 -1.480
C 3.724 1.165 -1.340 -1.376
O 1.861 0.040 0.285 1.210
C 2.557 -0.792 1.120 1.662
C 2.669 -2.278 0.576 -1.559
C 4.041 -0.402 1.345 -1.818
C 1.977 -0.838 2.588 -1.466
H -0.879 2.220 3.654 0.629
H -0.241 0.737 2.901 0.010
H -1.841 1.393 2.398 -0.126
H -1.015 4.373 2.374 0.406
H -0.490 4.443 0.648 0.339
H -1.985 3.548 1.107 0.255
H 1.201 3.431 3.112 0.511
H 1.945 2.063 2.227 0.120
H 1.747 3.651 1.435 0.306
H 2.128 2.617 -4.008 0.389
H 3.875 2.239 -3.747 0.390
H 2.676 0.895 -3.821 0.350
H 2.845 3.508 -0.373 0.204
H 3.930 3.789 -1.736 0.430
H 2.175 4.199 -1.892 0.323
H 3.723 1.381 -0.262 0.141
H 3.581 0.085 -1.561 0.278
H 4.749 1.447 -1.665 0.530
H 3.115 -2.299 -0.437 0.329
H 3.310 -2.893 1.248 0.471
H 1.758 -2.907 0.536 0.214
H 4.145 0.606 1.793 0.342
H 4.516 -1.109 2.071 0.506
H 4.652 -0.516 0.430 0.383
H 2.069 0.131 3.107 0.354
H 0.933 -1.174 2.716 0.120
H 2.546 -1.566 3.209 0.505
```

***

[3]
This record from OMol25 describes 5 unconnected molecules or ions with the total composition C19H45N4O10PS2. The level of theory is ωB97M-V with the def2-TZVPD basis set.

Spin multiplicity: 1
E_LUMO in eV: 0.4
Charge: 0
Highest occupied orbital energy in eV: -8.789
Relative energy (zero: lowest compared OMol25 entry of this formula, charge and spin) in kcal/mol: 0.0
Orbital gap in eV: 9.19

XYZ file:
```
81
Properties=species:S:1:pos:R:3:mulliken_charge:R:1
C -1.591 -0.972 -1.823 -1.872
C -1.823 0.207 -2.784 1.384
C -1.704 -0.332 -4.217 -1.519
C -3.195 0.803 -2.453 -1.363
C -3.632 2.027 -3.267 1.063
C -4.090 1.687 -4.709 -1.527
C -4.834 2.657 -2.555 -1.234
O -5.898 1.684 -2.542 0.000
O -7.079 2.305 -3.086 -0.308
S -8.258 1.911 -2.005 0.659
O -9.396 2.649 -2.450 -0.458
O -8.546 0.280 -2.441 -0.269
P -8.415 -0.255 -3.953 0.590
O -6.864 -0.546 -4.195 -0.338
O -9.053 -1.708 -3.748 -0.461
S -9.191 0.753 -5.376 -0.351
H -2.429 -1.669 -1.942 0.492
H -1.617 -0.645 -0.784 0.279
H -0.665 -1.486 -2.049 0.469
H -1.029 0.925 -2.584 0.268
H -0.978 -1.140 -4.264 0.456
H -1.423 0.459 -4.912 0.285
H -2.663 -0.725 -4.557 0.236
H -3.946 0.012 -2.476 0.110
H -3.131 1.130 -1.408 0.320
H -2.838 2.775 -3.294 0.472
H -3.356 2.010 -5.445 0.268
H -4.271 0.624 -4.816 0.180
H -5.019 2.203 -4.946 0.528
H -5.167 3.567 -3.045 0.505
H -4.600 2.853 -1.505 0.430
H -6.543 -1.162 -3.522 0.348
H -9.049 -2.115 -4.623 0.352
C 1.692 0.910 -0.622 0.043
O 1.087 0.234 -1.442 -0.612
N 2.251 0.421 0.494 0.220
C 2.951 1.273 1.441 -0.818
C 2.147 -1.003 0.757 -0.878
H 1.821 1.998 -0.730 0.354
H 3.987 0.942 1.533 0.336
H 2.471 1.219 2.414 0.143
H 2.937 2.299 1.099 0.354
H 2.609 -1.572 -0.050 0.272
H 1.098 -1.299 0.821 0.303
H 2.650 -1.238 1.691 0.306
C 4.253 0.011 4.276 0.176
O 3.904 1.092 4.718 -0.655
N 4.353 -1.118 4.996 0.120
C 4.768 -2.367 4.383 -0.621
C 4.035 -1.072 6.412 -1.028
H 4.524 -0.135 3.220 0.255
H 3.982 -3.118 4.494 0.329
H 5.680 -2.735 4.860 0.405
H 4.955 -2.213 3.318 0.068
H 3.005 -0.746 6.559 0.301
H 4.688 -0.364 6.924 0.293
H 4.166 -2.062 6.842 0.404
C 5.317 -3.958 0.861 0.106
O 5.139 -2.876 1.396 -0.661
N 6.463 -4.334 0.275 0.134
C 6.622 -5.633 -0.349 -0.919
C 7.579 -3.400 0.269 -0.941
H 4.530 -4.728 0.814 0.303
H 7.428 -6.189 0.133 0.346
H 6.859 -5.517 -1.408 0.345
H 5.700 -6.202 -0.257 0.284
H 7.863 -3.146 1.290 0.281
H 7.296 -2.480 -0.242 0.290
H 8.425 -3.853 -0.240 0.381
C 0.293 4.248 2.096 0.076
O 1.240 3.746 1.519 -0.512
N -0.498 3.603 2.970 0.146
C -1.618 4.254 3.619 -0.944
C -0.215 2.209 3.273 -0.811
H 0.001 5.300 1.943 0.237
H -1.487 4.243 4.703 0.336
H -2.550 3.740 3.373 0.332
H -1.690 5.287 3.286 0.298
H 0.787 2.113 3.694 0.237
H -0.263 1.608 2.363 0.192
H -0.944 1.841 3.989 0.399
```